## A
The molecule C5H7NO3, computed with the ωB97M-V functional and the def2-TZVPD basis.

```
16
Properties=species:S:1:pos:R:3
O 1.127 -2.126 -0.106
C 0.993 -0.945 -0.017
C 2.093 0.096 0.274
C 1.438 1.446 0.120
C -0.032 1.088 -0.159
O -1.025 1.834 -0.263
N -0.203 -0.244 -0.208
C -1.609 -0.758 -0.409
O -2.402 -0.497 0.709
H 2.480 -0.062 1.243
H 2.861 -0.066 -0.477
H 1.959 2.108 -0.616
H 1.387 2.187 0.962
H -2.073 -0.302 -1.302
H -1.524 -1.830 -0.538
H -2.573 0.424 0.618
```

Computed properties:
Spin multiplicity: 1
SMILES: O=C1CCC(=O)N1CO
Orbital gap, eV: 11.0

---

## B
The molecule C5H7NO3, computed with the ωB97M-V functional and the def2-TZVPD basis.

```
16
Properties=species:S:1:pos:R:3
C 2.030 -0.958 0.072
N 1.074 -1.717 -0.272
O -0.025 -1.279 -0.920
C -0.612 -0.102 -0.446
C -2.111 -0.106 -0.443
C -1.346 -0.212 0.865
O -0.002 1.082 -0.801
C 1.227 1.323 -0.107
O 2.207 0.355 -0.247
H 2.865 -1.335 0.607
H -2.568 0.817 -0.730
H -2.556 -1.031 -0.792
H -1.407 0.625 1.470
H -1.335 -1.190 1.325
H 1.622 2.227 -0.581
H 0.937 1.499 0.999
```

Computed properties:
Spin multiplicity: 1
SMILES: C1=NOC2(CC2)OCO1
Orbital gap, eV: 10.5

---

## C
The molecule C5H7NO3, computed with the ωB97M-V functional and the def2-TZVPD basis.

```
16
Properties=species:S:1:pos:R:3
C -1.729 -0.943 0.071
C -1.485 1.592 -0.960
C -2.088 0.608 -0.032
C 0.649 -0.445 0.897
C 1.823 -0.204 -0.042
N -0.475 -0.934 0.129
O -2.589 -1.792 -0.121
O -1.411 1.631 0.463
O 2.378 -1.457 -0.531
H -0.528 1.510 -1.593
H -2.181 2.468 -1.228
H 0.744 -1.158 1.759
H 0.213 0.523 1.383
H 2.532 0.322 0.545
H 1.637 0.159 -1.049
H 2.510 -1.880 0.310
```

Computed properties:
Spin multiplicity: 1
Orbital gap (alpha / beta), eV: 8.1 / 8.8

---

Result of the stability comparison: C is the least stable of them.

---

## A
The molecule C5H7NO3, computed with the ωB97M-V functional and the def2-TZVPD basis.

```
16
Properties=species:S:1:pos:R:3
C 1.424 -0.603 -0.214
C 0.271 -1.532 -0.415
C -0.808 -0.924 0.641
C -1.617 1.356 -0.543
C -0.838 0.509 0.254
N 1.262 0.700 -0.600
O 2.402 -0.899 0.451
O -1.139 1.705 0.818
O 1.908 1.652 0.074
H -0.037 -1.317 -1.487
H 0.533 -2.500 -0.232
H -1.763 -1.411 0.735
H -0.379 -0.966 1.601
H -1.155 1.845 -1.403
H -2.726 1.167 -0.408
H 2.662 1.218 0.729
```

Computed properties:
Spin multiplicity: 1
Orbital gap (alpha / beta), eV: 8.1 / 8.1

---

## B
The molecule C5H7NO3, computed with the ωB97M-V functional and the def2-TZVPD basis.

```
16
Properties=species:S:1:pos:R:3
C -1.405 -2.441 0.676
C -0.683 -1.103 0.775
O -1.492 -0.410 1.572
C 0.238 -0.613 -0.055
C 0.579 0.777 -0.052
C 1.554 1.325 -0.776
N 1.505 2.668 -1.122
O 2.087 3.154 -2.076
O 0.658 3.293 -0.476
H -1.683 -2.639 -0.337
H -2.265 -2.387 1.235
H -0.781 -3.260 1.040
H -1.200 0.394 1.598
H 0.742 -1.287 -0.691
H -0.184 1.642 0.072
H 2.329 0.886 -1.384
```

Computed properties:
Spin multiplicity: 1
SMILES: C/C(O)=C/C=C/[N+](=O)[O-]
Orbital gap, eV: 8.3

---

Result of the stability comparison: A is the least stable of them.

---

## A
A cluster of 2 separate species, CH4INS in total, computed with the ωB97M-V functional and the def2-TZVPD basis.

```
8
Properties=species:S:1:pos:R:3
C 0.796 -0.062 1.050
N 0.270 -0.395 -1.333
S -1.180 -1.094 -1.446
I -0.283 1.571 1.614
H 1.805 0.243 0.909
H 0.376 -0.878 1.555
H 0.020 0.548 -1.120
H -1.802 0.068 -1.230
```

Computed properties:
Spin multiplicity: 1
Orbital gap (alpha / beta), eV: 8.0 / 8.1

---

## B
A cluster of 2 separate species, CH4INS in total, computed with the ωB97M-V functional and the def2-TZVPD basis.

```
8
Properties=species:S:1:pos:R:3
C -0.988 0.245 -0.011
N 0.200 -0.484 -0.012
S 0.381 -2.084 -0.017
I 3.426 0.661 0.025
H -1.231 0.903 -0.984
H -1.802 -0.373 -0.103
H -1.140 1.032 0.865
H 1.154 0.102 0.237
```

Computed properties:
Spin multiplicity: 1
Orbital gap (alpha / beta), eV: 3.8 / 3.9

---

## C
A structure of composition CH4INS, computed with the ωB97M-V functional and the def2-TZVPD basis.

```
8
Properties=species:S:1:pos:R:3
C 0.168 -0.218 0.668
N 1.095 0.398 -0.234
S 0.738 2.068 0.073
I 3.057 -0.146 0.004
H 0.363 -1.311 0.488
H 0.294 0.101 1.722
H -0.892 0.064 0.437
H 1.849 2.649 -0.353
```

Computed properties:
Spin multiplicity: 1
Orbital gap, eV: 8.0

---

Result of the stability comparison: A is the least stable of them.

---

## A
A cluster of 2 separate species, C7H15NO in total, computed with the ωB97M-V functional and the def2-TZVPD basis.

```
24
Properties=species:S:1:pos:R:3
C -1.302 0.733 1.794
C -0.640 0.635 0.601
C -1.272 1.317 -0.596
O 0.836 0.890 0.540
C 1.536 1.802 1.376
H -0.866 0.393 2.724
H -2.353 0.998 1.814
H -2.072 0.693 -1.000
H -0.570 1.449 -1.423
H -1.703 2.285 -0.335
H 2.019 2.530 0.714
H 2.325 1.205 1.843
H 0.929 2.368 2.085
C 1.264 -1.161 -1.886
C 0.993 -1.400 -0.441
C -0.288 -1.463 0.143
N -1.427 -1.939 -0.551
H 1.515 -2.106 -2.382
H 2.120 -0.491 -2.009
H 0.414 -0.707 -2.397
H 1.857 -1.588 0.185
H -0.277 -1.872 1.151
H -1.467 -1.638 -1.518
H -1.573 -2.935 -0.432
```

Computed properties:
Spin multiplicity: 1
SMILES: C=C(C)OC.C/C=C\N
Orbital gap, eV: 7.7

---

## B
The molecule C7H15NO, computed with the ωB97M-V functional and the def2-TZVPD basis.

```
24
Properties=species:S:1:pos:R:3
C 0.506 -0.652 -1.723
C 0.573 -0.099 -0.304
C 1.942 0.551 -0.073
C 0.307 -1.187 1.022
O -0.458 -2.368 0.793
C -0.453 -0.011 1.658
C -0.719 0.531 0.241
C -2.091 0.186 -0.309
N -0.556 2.111 0.209
H 0.655 0.151 -2.453
H -0.441 -1.144 -1.950
H 1.298 -1.391 -1.889
H 2.103 1.379 -0.772
H 2.055 0.927 0.947
H 2.747 -0.173 -0.241
H 1.253 -1.439 1.509
H 0.093 -2.945 0.240
H 0.178 0.619 2.295
H -1.346 -0.295 2.220
H -2.865 0.750 0.220
H -2.327 -0.876 -0.185
H -2.163 0.407 -1.377
H 0.282 2.474 0.660
H -0.569 2.494 -0.737
```

Computed properties:
Spin multiplicity: 1
SMILES: CC1(C)[C@H](O)C[C@@]1(C)N
Orbital gap, eV: 9.2

---

Result of the stability comparison: A is the least stable of them.

---

## A
A cluster of 2 separate species, C7H15NO in total, computed with the ωB97M-V functional and the def2-TZVPD basis.

```
24
Properties=species:S:1:pos:R:3
C 0.664 0.822 0.842
C -0.668 1.291 0.538
C -2.465 -0.542 -0.166
C -0.834 0.123 -1.774
C 0.878 -2.076 0.588
C 1.810 1.743 0.494
N -1.510 0.426 -0.688
C 1.330 -0.896 -0.259
O 2.502 -0.788 -0.588
H 0.744 0.333 1.809
H -1.405 1.184 1.331
H -0.714 2.289 0.104
H -2.003 -1.192 0.581
H -3.288 -0.012 0.317
H -2.861 -1.172 -0.964
H -0.221 0.906 -2.209
H 0.505 -0.554 -1.097
H -1.152 -0.698 -2.411
H -0.162 -1.987 0.898
H 1.002 -2.997 0.013
H 1.509 -2.141 1.475
H 1.786 2.669 1.079
H 2.770 1.252 0.654
H 1.784 2.017 -0.565
```

Computed properties:
Spin multiplicity: 1
Orbital gap (alpha / beta), eV: 7.4 / 7.4

---

## B
A cluster of 2 separate species, C7H15NO in total, computed with the ωB97M-V functional and the def2-TZVPD basis.

```
24
Properties=species:S:1:pos:R:3
C -1.504 -1.495 -0.453
C -0.057 -1.205 -0.728
C 0.837 -2.272 -0.073
C -0.309 -3.436 0.374
C -1.498 -2.654 0.589
H -1.863 -0.611 0.037
H -2.064 -1.715 -1.390
H 0.299 -0.266 -0.418
H 0.313 -1.153 -1.926
H 1.691 -1.931 0.734
H 1.559 -2.753 -0.812
H 0.017 -3.994 1.119
H -0.604 -4.056 -0.603
H -1.741 -2.059 1.573
H -2.485 -3.209 0.526
C 0.330 2.492 1.407
C 0.637 2.706 0.002
N 0.053 3.678 -0.760
O 1.667 2.062 -0.367
H 0.682 1.395 1.409
H -0.652 2.944 1.809
H 1.231 2.898 1.970
H 0.289 3.455 -1.897
H -0.991 4.000 -0.578
```

Computed properties:
Spin multiplicity: 1
SMILES: C1CCCC1.CC(N)=O
Orbital gap, eV: 10.4

---

Result of the stability comparison: A is the least stable of them.

---

## A
A structure of composition H26KrO13, computed with the ωB97M-V functional and the def2-TZVPD basis.

```
40
Properties=species:S:1:pos:R:3
Kr 0.067 0.067 0.226
O -2.336 0.703 2.623
H -2.275 0.791 3.574
H -2.256 -0.238 2.463
O 2.281 -2.791 1.059
H 2.968 -3.227 0.556
H 2.637 -1.923 1.249
O 3.447 0.000 0.481
H 3.242 0.243 -0.422
H 4.315 0.373 0.639
O -2.361 -2.081 2.220
H -1.904 -2.456 1.467
H -3.290 -2.198 2.020
O -3.095 1.054 -0.398
H -2.656 1.363 0.394
H -3.711 0.390 -0.088
O 0.510 0.513 -4.254
H -0.120 0.806 -3.596
H -0.027 0.143 -4.954
O 1.053 4.349 0.255
H 1.221 3.777 -0.493
H 0.168 4.120 0.539
O -1.814 1.199 -3.032
H -2.655 0.811 -3.274
H -1.757 1.075 -2.085
O 2.719 0.381 -2.385
H 2.090 0.097 -3.048
H 2.445 1.270 -2.159
O -1.312 3.067 1.441
H -1.535 2.261 1.908
H -1.793 3.753 1.904
O -0.704 -2.923 -2.152
H -0.728 -2.973 -1.197
H -1.578 -2.622 -2.399
O -0.426 -3.396 0.578
H -0.483 -4.343 0.703
H 0.503 -3.194 0.694
O 2.968 0.258 3.175
H 2.642 0.528 2.316
H 3.541 0.973 3.450
```

Computed properties:
Spin multiplicity: 1
Orbital gap, eV: 10.9

---

## B
A structure of composition H26KrO13, computed with the ωB97M-V functional and the def2-TZVPD basis.

```
40
Properties=species:S:1:pos:R:3
Kr -0.219 0.138 -0.384
O 1.681 -0.215 3.050
H 1.479 0.350 3.796
H 1.947 0.389 2.357
O 3.817 -0.143 -0.702
H 3.370 0.574 -0.252
H 4.576 0.269 -1.115
O -0.191 3.063 -1.722
H 0.528 2.718 -2.251
H -0.095 2.631 -0.874
O 2.127 -1.064 -2.906
H 2.899 -0.589 -2.598
H 1.820 -0.560 -3.660
O 2.731 1.665 1.265
H 1.871 2.071 1.157
H 2.996 1.895 2.155
O -4.114 -0.734 -1.263
H -3.551 -1.375 -0.827
H -3.862 0.106 -0.881
O 0.350 2.824 1.305
H -0.449 2.550 1.756
H 0.187 3.734 1.060
O -2.821 2.023 -1.617
H -2.004 2.504 -1.750
H -3.490 2.703 -1.538
O -3.007 -2.683 0.645
H -2.499 -2.452 1.423
H -2.748 -3.583 0.447
O 0.853 -3.075 -1.055
H 1.638 -2.619 -1.357
H 0.879 -2.993 -0.102
O -2.025 -1.070 -3.488
H -2.055 -0.916 -2.543
H -1.504 -0.344 -3.832
O -1.348 -0.274 3.431
H -0.418 -0.115 3.270
H -1.764 0.578 3.298
O 0.899 -2.677 1.722
H 1.179 -2.028 2.368
H 0.335 -3.276 2.212
```

Computed properties:
Spin multiplicity: 1
Orbital gap, eV: 9.0

---

Result of the stability comparison: B is the least stable of them.